(1)
# C2Cl2O3S

A molecular structure, C2Cl2O3S at a distorted geometry (ωB97M-V with the def2-TZVPD basis set, OMol25).

Each line ends with the Mulliken charge.
Atoms and positions in Å:
C1 0.539 0.381 -0.580  0.2780
C2 -1.129 0.845 0.265  0.5338
O1 1.005 1.116 -1.394  -0.3199
O2 -1.922 -0.016 0.382  -0.2552
O3 0.453 -2.277 0.446  -0.4059
S1 1.099 -1.368 -0.497  0.4704
Cl1 -1.402 2.551 0.553  -0.0625
Cl2 0.012 -1.713 -2.317  -0.2388

Spin multiplicity = 3
<S²> = 2.019
Orbital gap (alpha / beta) = 6.72 / 6.76 eV

(2)
# C2Cl3NO2

A molecular structure, C2Cl3NO2 at a distorted geometry (ωB97M-V with the def2-TZVPD basis set, OMol25).

Each line ends with the Mulliken charge.
Atoms and positions in Å:
C1 -0.928 0.789 0.511  0.4380
C2 0.104 -0.396 -0.261  0.5859
N1 1.045 -1.647 -0.039  -0.0498
O1 -1.398 0.864 1.580  -0.3566
O2 1.716 -1.659 0.956  -0.2453
Cl1 1.477 0.466 -0.873  -0.1367
Cl2 -0.975 -1.113 -1.480  -0.1423
Cl3 -1.291 1.998 -0.625  -0.0932

Spin multiplicity = 1
Energy above the lowest of the compared OMol25 structures with the same formula, charge and spin = 0.704 eV
Orbital gap = 9.21 eV